w | Formula: C2H4NPS
Source: the Open Molecules 2025 dataset
Level of theory: wB97M-V/def2-TZVPD

Calculated values
- Multiplicity: 1
- Gap between HOMO and LUMO: 8.15 eV
- SMILES: C1CSP=N1
- Total charge: 0

Last column: Löwdin charge in e.
Positions of all 9 atoms, in Å:
C -0.35 -0.69 0.27  -0.435
C -0.36 0.78 -0.33  -0.614
N 0.86 -1.37 0.05  -0.450
P 2.24 -0.70 -0.08  0.776
S 1.25 1.53 0.10  0.406
H -0.65 -0.43 1.38  0.139
H -1.29 -1.04 -0.23  0.110
H -0.57 0.62 -1.33  0.031
H -1.12 1.30 0.17  0.039

=====

x | Formula: C2H4NPS
Source: the Open Molecules 2025 dataset
Level of theory: wB97M-V/def2-TZVPD

Calculated values
- Multiplicity: 1
- Gap between HOMO and LUMO: 7.86 eV
- Total charge: 0

Last column: Löwdin charge in e.
Positions of all 9 atoms, in Å:
C -0.49 1.26 -0.01  -0.594
C 0.25 -1.48 -0.26  -0.624
N 0.57 1.16 0.85  -0.496
P 1.46 -0.01 1.27  0.927
S -1.08 -0.44 -0.68  0.693
H -1.37 1.68 0.47  0.068
H -0.23 1.86 -0.88  0.071
H 0.95 -1.68 -1.06  -0.021
H -0.05 -2.35 0.31  -0.023

=====

w comes first in stability; the runner-up is 0.0281 hartree higher.

=====

w | Formula: C2H5N2O
Source: the Open Molecules 2025 dataset
Level of theory: wB97M-V/def2-TZVPD

Calculated values
- Multiplicity: 1
- Gap between HOMO and LUMO: 9.74 eV
- Total charge: +1

Last column: Löwdin charge in e.
Positions of all 10 atoms, in Å:
C 1.34 0.25 0.13  -0.296
C 0.48 -0.71 0.63  0.061
N 1.07 -1.17 -0.44  0.236
N -1.29 0.88 -0.07  0.073
O 2.12 1.03 -0.16  0.302
H -0.06 -1.23 1.48  0.189
H 0.97 -2.17 -0.86  0.222
H -1.13 1.72 0.38  0.027
H -2.21 0.47 0.08  0.057
H -1.29 0.92 -1.16  0.129

=====

x | Formula: C2H5N2O
Source: the Open Molecules 2025 dataset
Level of theory: wB97M-V/def2-TZVPD

Calculated values
- Multiplicity: 1
- Gap between HOMO and LUMO: 8.63 eV
- Total charge: +1

Last column: Löwdin charge in e.
Positions of all 10 atoms, in Å:
C 0.85 0.12 1.39  -0.114
C 0.51 1.43 0.98  0.029
N -0.20 -1.50 0.29  0.121
N 0.87 2.30 0.17  0.160
O 0.94 -0.56 2.36  0.179
H 0.00 -1.77 -0.71  0.118
H 0.22 -2.17 0.84  0.028
H -1.20 -1.30 0.42  0.099
H 0.47 3.27 0.11  0.169
H 1.68 2.25 -0.57  0.212

=====

x comes first in stability; the runner-up is 0.0176 hartree higher.

=====

w | Formula: C2H5N2O
Source: the Open Molecules 2025 dataset
Level of theory: wB97M-V/def2-TZVPD

Calculated values
- Multiplicity: 1
- Gap between HOMO and LUMO: 10.20 eV
- SMILES: NC(=[NH2+])C=O
- Total charge: +1

Last column: Löwdin charge in e.
Positions of all 10 atoms, in Å:
C 0.96 1.37 0.77  -0.157
C 0.34 0.14 0.05  -0.175
N -1.07 -0.28 0.42  0.163
N 0.97 -0.26 -0.98  0.249
O 1.87 1.93 0.30  0.165
H 0.64 1.63 1.78  0.146
H -1.54 -0.37 1.33  0.124
H -1.48 -1.13 -0.05  0.127
H 1.75 0.43 -1.26  0.195
H 0.74 -1.00 -1.62  0.165

=====

x | Formula: C2H5N2O
Source: the Open Molecules 2025 dataset
Level of theory: wB97M-V/def2-TZVPD

Calculated values
- Multiplicity: 1
- Gap between HOMO and LUMO: 8.12 eV
- Total charge: +1

Last column: Löwdin charge in e.
Positions of all 10 atoms, in Å:
C -0.65 0.34 -0.94  -0.165
C 0.61 -0.97 0.55  -0.016
N -0.18 -0.84 -1.58  0.213
N -0.07 0.39 0.38  0.021
O 0.41 -1.54 -0.80  0.097
H -0.51 1.11 -1.62  0.129
H -1.85 0.25 -0.89  0.228
H 1.61 -0.94 0.96  0.140
H 0.06 -1.76 1.21  0.175
H 0.53 1.26 0.59  0.179

=====

y | Formula: C2H5N2O
Source: the Open Molecules 2025 dataset
Level of theory: wB97M-V/def2-TZVPD

Calculated values
- Multiplicity: 1
- Gap between HOMO and LUMO: 11.39 eV
- SMILES: N=C=[NH+]CO
- Total charge: +1

Last column: Löwdin charge in e.
Positions of all 10 atoms, in Å:
C 1.00 0.15 0.71  -0.120
C -0.82 0.35 -0.60  -0.176
N 1.05 -0.81 1.38  0.409
N 0.48 0.93 -0.10  0.150
O -0.92 -1.00 -0.46  0.030
H -0.49 -1.48 -1.18  0.139
H 1.36 -1.43 2.00  0.099
H -1.58 0.64 0.15  0.168
H -0.84 0.77 -1.51  0.109
H 0.76 1.86 -0.38  0.193

=====

w comes first in stability; the runner-up is 0.0378 hartree higher.

=====

w | Formula: C6H16N2O
Source: the Open Molecules 2025 dataset
Level of theory: wB97M-V/def2-TZVPD

Calculated values
- Multiplicity: 1
- Gap between HOMO and LUMO: 7.87 eV
- Total charge: 0

Last column: Löwdin charge in e.
Positions of all 25 atoms, in Å:
C -1.10 -1.26 -0.07  -0.175
C 0.64 -0.17 -1.60  -0.229
C -2.24 -0.45 -0.46  -0.083
C 1.86 -1.06 -1.72  -0.171
N -0.95 -2.52 -0.49  0.165
H -0.55 -0.94 0.80  0.111
H -1.39 -2.82 -1.34  0.130
H -0.14 -3.04 -0.19  0.119
H -0.18 -0.53 -2.23  0.051
H 0.85 0.84 -1.96  0.076
H -1.98 0.68 -0.05  0.124
H -3.08 -0.63 0.22  0.098
H -2.56 -0.59 -1.49  0.081
H 2.67 -0.69 -1.10  0.063
H 1.64 -2.08 -1.39  0.040
H 2.23 -1.13 -2.75  0.060
C 0.45 2.61 2.61  -0.036
C 0.03 1.61 1.54  -0.646
N 0.91 0.79 1.00  0.023
O -1.18 1.61 1.18  -0.106
H 1.87 0.95 1.29  0.046
H 0.60 0.17 -0.39  0.053
H 0.46 3.61 2.17  0.074
H -0.29 2.62 3.41  0.071
H 1.44 2.42 3.02  0.061

=====

x | Formula: C6H16N2O
Source: the Open Molecules 2025 dataset
Level of theory: wB97M-V/def2-TZVPD

Calculated values
- Multiplicity: 1
- Gap between HOMO and LUMO: 9.23 eV
- Total charge: 0

Last column: Löwdin charge in e.
Positions of all 25 atoms, in Å:
C 1.88 -0.43 0.70  -0.276
C 3.26 -0.14 0.09  -0.094
N 0.87 -0.62 -0.34  -0.009
H 1.16 -1.31 -1.04  0.129
H 0.21 0.41 -0.85  0.160
H 1.94 -1.31 1.35  0.115
H 1.57 0.41 1.32  0.105
H 3.99 0.03 0.88  0.072
H 3.22 0.74 -0.55  0.073
H 3.60 -0.99 -0.51  0.073
C -1.41 1.70 0.21  -0.112
C -2.00 0.51 -1.82  -0.097
C -0.99 -1.01 1.47  -0.022
N -1.06 0.63 -0.71  -0.222
C -0.68 -1.02 -0.02  -0.576
O -1.11 -1.92 -0.74  -0.039
H -0.63 1.84 0.96  0.071
H -2.36 1.51 0.72  0.086
H -1.51 2.65 -0.33  0.082
H -3.03 0.43 -1.45  0.089
H -1.93 1.38 -2.48  0.082
H -1.77 -0.39 -2.38  0.076
H -0.60 -1.93 1.90  0.087
H -0.57 -0.16 2.01  0.059
H -2.07 -1.01 1.59  0.088

=====

x comes first in stability; the runner-up is 0.0342 hartree higher.

=====

w | Formula: C6H16N2O
Source: the Open Molecules 2025 dataset
Level of theory: wB97M-V/def2-TZVPD

Calculated values
- Multiplicity: 1
- Gap between HOMO and LUMO: 9.25 eV
- Total charge: 0

Last column: Löwdin charge in e.
Positions of all 25 atoms, in Å:
C -1.05 0.81 -0.96  -0.426
C -0.10 -0.37 -0.60  -0.342
C 0.73 -1.52 2.50  -0.122
C 1.13 0.04 0.23  -0.264
C -1.80 1.40 0.23  -0.069
C 0.34 -1.10 -1.87  -0.075
N 0.97 0.24 1.66  -0.058
N -0.33 1.82 -1.75  0.042
O 1.20 -2.51 1.72  -0.048
H 2.17 -2.50 1.74  0.104
H 0.08 0.67 1.89  0.041
H -1.80 0.38 -1.64  0.132
H -0.69 -1.07 0.01  0.129
H -0.98 2.45 -2.19  0.071
H 0.26 2.38 -1.14  0.066
H 1.39 -0.55 2.74  0.089
H -0.36 -1.60 2.52  0.084
H 1.89 -0.75 0.10  0.100
H 1.60 0.93 -0.20  0.109
H -2.31 0.62 0.81  0.077
H -2.56 2.11 -0.11  0.073
H -1.13 1.94 0.90  0.064
H 0.92 -1.99 -1.62  0.073
H -0.52 -1.41 -2.46  0.076
H 0.94 -0.44 -2.49  0.075

=====

x | Formula: C6H16N2O
Source: the Open Molecules 2025 dataset
Level of theory: wB97M-V/def2-TZVPD

Calculated values
- Multiplicity: 1
- Gap between HOMO and LUMO: 8.31 eV
- SMILES: CN(N)C(C)(C)CCO
- Total charge: 0

Last column: Löwdin charge in e.
Positions of all 25 atoms, in Å:
C -0.47 0.09 0.19  -0.432
C 0.27 -0.47 -0.96  -0.105
C -1.01 -1.11 -1.95  -0.216
C 2.00 -0.49 1.56  -0.142
C -1.20 1.41 -0.04  -0.052
C -1.26 -0.87 1.07  -0.049
N 1.05 0.46 1.02  -0.244
N 1.65 1.72 0.69  -0.008
O -1.88 -0.16 -2.51  -0.090
H -1.35 0.47 -3.01  0.095
H 2.50 1.61 0.14  0.064
H 1.93 2.21 1.55  0.074
H 0.87 -1.35 -0.76  0.105
H 0.75 0.28 -1.59  0.111
H -1.62 -1.87 -1.46  0.101
H -0.47 -1.64 -2.74  0.092
H 2.85 -0.67 0.88  0.067
H 1.52 -1.46 1.76  0.068
H 2.41 -0.13 2.52  0.072
H -2.28 -1.00 0.69  0.089
H -1.57 1.83 0.90  0.085
H -0.52 2.14 -0.49  0.071
H -2.06 1.31 -0.70  0.077
H -1.33 -0.46 2.08  0.089
H -0.79 -1.85 1.14  0.079

=====

x comes first in stability; the runner-up is 0.0134 hartree higher.

=====

w | Formula: C6H16N2O
Source: the Open Molecules 2025 dataset
Level of theory: wB97M-V/def2-TZVPD

Calculated values
- Multiplicity: 1
- Gap between HOMO and LUMO (alpha / beta): 7.42 / 7.42 eV
- Total charge: 0

Last column: Löwdin charge in e.
Positions of all 25 atoms, in Å:
C 1.18 -0.12 0.18  -0.506
C -1.53 -0.01 -0.17  -0.343
C 1.49 0.45 -1.19  -0.106
C 2.34 0.13 1.13  -0.111
C -1.84 -0.89 -1.34  -0.030
C -1.69 1.47 -0.34  -0.031
N -1.53 -0.56 1.04  -0.060
N -0.84 0.15 2.00  0.017
O 0.91 -1.53 0.11  -0.111
H 1.75 -2.02 0.04  0.082
H -1.33 -1.56 1.01  0.143
H -0.73 -0.45 2.82  0.082
H 0.11 0.30 1.43  0.061
H 0.73 0.18 -1.93  0.048
H 1.54 1.55 -1.15  0.075
H 2.46 0.10 -1.57  0.074
H 2.53 1.20 1.26  0.076
H 3.28 -0.31 0.74  0.073
H 2.16 -0.30 2.12  0.067
H -1.31 -0.53 -2.22  0.080
H -1.54 -1.92 -1.16  0.083
H -2.91 -0.86 -1.57  0.092
H -2.72 1.69 -0.68  0.090
H -1.02 1.83 -1.12  0.079
H -1.49 2.00 0.58  0.076

=====

x | Formula: C6H16N2O
Source: the Open Molecules 2025 dataset
Level of theory: wB97M-V/def2-TZVPD

Calculated values
- Multiplicity: 1
- Gap between HOMO and LUMO: 8.14 eV
- Total charge: 0

Last column: Löwdin charge in e.
Positions of all 25 atoms, in Å:
C -0.14 -0.65 -1.31  -0.258
C 0.74 -0.05 -2.39  -0.131
C -1.59 -0.83 -1.68  -0.126
N 0.64 -0.66 0.79  -0.130
N 0.64 -1.82 1.62  0.037
H 1.55 -0.51 0.35  0.121
H 0.24 -1.66 -1.14  0.094
H 1.29 -1.73 2.40  0.069
H -0.30 -1.90 2.00  0.072
H 0.33 0.89 -2.75  0.071
H 0.83 -0.76 -3.22  0.078
H 1.75 0.13 -2.02  0.067
H -1.67 -1.58 -2.48  0.079
H -2.16 -1.20 -0.83  0.069
H -2.03 0.09 -2.05  0.070
C 0.98 1.45 2.01  -0.030
C -0.02 0.66 1.17  -0.629
C -0.43 1.26 -0.12  0.016
O -1.12 0.39 2.02  -0.014
H -1.80 -0.12 1.56  0.091
H 1.87 1.71 1.44  0.081
H 1.28 0.88 2.90  0.078
H 0.51 2.38 2.34  0.083
H 0.12 2.15 -0.41  0.070
H -1.49 1.48 -0.18  0.070

=====

w comes first in stability; the runner-up is 0.0419 hartree higher.